A 2-piece molecular cluster, CH7NOS2 overall, computed with wB97M-V/def2-TZVPD.

The multiplicity is 2. Its expectation value of S² is 0.755. Its HOMO energy (spin up / spin down) is -0.473 / -0.472 Eh. For the HOMO-LUMO gap (spin up / spin down), the calculation gives 6.2 / 2.7 eV. Its LUMO energy (spin up / spin down) is -6.7 / -10.1 eV. As for the total charge: +1.

The geometry in XYZ format:
```
12
Properties=species:S:1:pos:R:3:forces:R:3
S 0.480151 0.561769 -2.091032 1.7 1.7 0.8
S 1.738110 2.222942 -2.568546 -2.1 -0.8 0.1
H 1.610167 0.039104 -1.493367 -0.6 -0.6 -0.7
H 2.275531 1.466943 -3.518380 1.1 -0.3 -0.1
N -0.585656 -1.501323 0.801300 0.0 -0.1 -0.4
C -0.625091 -0.266921 1.532127 0.0 0.2 0.7
O -1.899428 0.258596 1.760034 -0.5 -0.2 0.2
H -0.573068 -1.441399 -0.207939 -0.2 0.1 0.0
H 0.175689 -2.084351 1.107742 0.0 -0.2 0.1
H -0.327689 -0.543835 2.556492 0.5 0.4 -0.5
H 0.001816 0.535180 1.089597 0.1 -0.2 0.3
H -2.270532 0.753294 1.031972 0.1 0.0 -0.4
```
Forces are in eV/Å.

A 2-piece molecular cluster, CH7NPS overall, computed with wB97M-V/def2-TZVPD.

Its HOMO energy (spin up / spin down) is -0.480 / -0.480 Eh. For the HOMO-LUMO gap (spin up / spin down), the calculation gives 7.9 / 7.9 eV. Its LUMO energy (spin up / spin down) is -5.2 / -5.2 eV. As for the total charge: +1.

The geometry in XYZ format:
```
11
Properties=species:S:1:pos:R:3:forces:R:3
C 0.396789 -0.910148 0.973300 2.7 1.1 -2.0
N -0.846480 -0.226283 0.971730 -2.7 0.8 -3.1
P 1.564694 0.282015 -1.244046 -0.2 -1.2 0.7
S -0.140852 1.282340 -1.737711 -0.9 2.2 -0.1
H 1.056334 -0.436121 1.718489 -0.1 -1.0 -0.5
H 0.581433 -1.883987 0.425454 -0.9 1.3 1.3
H -1.582054 -0.736986 0.471973 0.4 -0.5 -0.6
H -1.392621 -0.104607 1.781574 0.2 0.3 2.5
H -0.997112 0.761020 0.444153 1.3 -1.5 0.4
H 1.265675 -0.713792 -2.308283 0.1 0.5 1.3
H 0.094194 2.686547 -1.496634 0.1 -2.0 0.0
```
Forces are in eV/Å.

A 3-piece molecular cluster, CH7O3 overall, computed with wB97M-V/def2-TZVPD.

Its HOMO energy is -0.154 Eh. For the HOMO-LUMO gap, the calculation gives 8.8 eV. Its LUMO energy is 4.6 eV. As for the total charge: -1.

The geometry in XYZ format:
```
11
Properties=species:S:1:pos:R:3:forces:R:3
C -0.693160 0.768826 -0.916075 1.4 0.0 0.5
O -0.264619 0.278731 0.318127 -1.0 -0.1 -0.1
H -0.906182 1.845547 -0.830436 -0.4 -0.1 -0.3
H 0.116220 0.667352 -1.656879 0.1 0.2 -0.1
H -1.502236 0.190298 -1.352666 -0.7 0.1 0.1
H 1.070078 0.282465 0.414144 0.7 0.7 -1.0
H 2.159214 0.857400 1.271199 0.6 0.3 0.4
O 2.151244 0.581323 0.355942 -0.8 -0.6 0.3
H -0.274132 -2.497549 0.718661 0.5 -0.1 -0.2
H -0.836429 -0.989273 0.672506 0.5 -0.8 0.4
O -1.019998 -1.985124 1.005481 -0.9 0.5 0.1
```
Forces are in eV/Å.